(1)
The following is a quantum chemistry calculation of C4H7FS3 in the gas phase, from the OMol25 dataset.

Cartesian coordinates (Å):
C (-3.0662, -0.2828, 0.0661)
C (-0.3287, 0.1693, 0.1707)
C (1.1096, -0.3591, -0.0642)
C (1.9790, 0.7629, -0.6145)
H (-3.7753, -1.0826, -0.1656)
H (-3.2625, 0.7282, -0.3377)
H (-3.2595, -0.0153, 1.1381)
H (1.1189, -1.1200, -0.8553)
H (2.9690, -1.2858, 0.9305)
H (2.1019, 1.5865, 0.1067)
H (1.5040, 1.0779, -1.5826)
F (3.2245, 0.2329, -0.9178)
S (-1.4502, -1.0208, -0.3655)
S (-0.6625, 1.5691, 0.9385)
S (1.7981, -0.9604, 1.5528)

Force components x, y, z for each atom (eV/Å):
C -0.3 0.5 1.2
C 0.8 -0.5 0.4
C -0.3 0.9 0.4
C -0.6 0.2 -0.6
H -0.1 0.5 -0.4
H 0.2 -0.9 -0.8
H 1.0 -0.9 -0.4
H -0.2 -0.3 0.5
H -0.4 0.1 0.5
H -0.1 -0.3 -0.4
H 0.5 0.1 0.8
F 0.2 0.0 0.0
S -0.9 0.9 0.4
S 0.1 -0.3 -0.3
S 0.2 -0.1 -1.2

LUMO energy: -0.5 eV
Energy above the lowest of the compared OMol25 structures with the same formula, charge and spin: 0.8 kcal/mol
DFT total energy: -39483.9689 eV
Molecular weight: 170.3 g mol⁻¹
Orbital gap: 8.525 eV

Okay, here come the Löwdin numbers, in e, for every atom: C -0.42; C -1.17; C -0.75; C -0.28; H 0.03; H 0.04; H 0.05; H 0.09; H -0.11; H 0.11; H 0.14; F -0.07; S 0.89; S 0.71; S 0.75

***

(2)
The following is a quantum chemistry calculation of a molecular structure, C4H7HgO3, from the OMol25 dataset.

Cartesian coordinates (Å):
O (-0.8733, -0.0011, -0.3233)
O (0.5439, -0.3715, 1.3170)
O (1.2076, -0.1827, -0.7106)
C (0.3387, -0.5955, 0.1591)
Hg (0.7862, 2.1070, 0.7474)
C (-2.0121, -0.4858, -0.0033)
C (-3.1995, 0.2496, -0.3251)
H (-2.0086, -1.2538, 0.7827)
H (-3.5318, -0.0018, -1.3431)
H (-3.0300, 1.3232, -0.1516)
H (-3.9792, -0.0846, 0.3861)
C (2.5678, -0.7373, -0.6893)
H (2.5327, -1.6758, -1.2480)
H (2.9280, -1.0085, 0.3031)
H (3.1905, 0.1026, -1.0087)

Force components x, y, z for each atom (eV/Å):
O -0.9 -1.5 -1.4
O 0.0 -1.2 3.4
O 0.4 -2.6 -1.5
C 1.0 5.4 -1.3
Hg 0.4 0.1 0.8
C -1.0 0.7 1.7
C -0.5 -0.5 1.1
H -0.1 -0.7 -0.7
H -0.2 0.3 -0.3
H 0.0 0.0 -0.7
H 0.1 0.0 -0.5
C 1.0 0.4 0.2
H 0.3 0.3 -0.6
H -0.5 -0.1 0.6
H 0.0 -0.7 -0.8

LUMO energy (spin up / spin down): -19.4 / -19.9 eV
Net charge: +3
DFT total energy: -14535.7961 eV
Molecular weight: 303.7 g mol⁻¹
Orbital gap (spin up / spin down): 5.977 / 4.723 eV

Okay, here come the Löwdin numbers, in e, for every atom: O 0.12; O 0.20; O 0.01; C -0.44; Hg 1.72; C 0.06; C 0.08; H 0.21; H 0.17; H 0.14; H 0.15; C 0.12; H 0.16; H 0.14; H 0.13

***

(3)
The following is a quantum chemistry calculation of a gas-phase ion, C4H7IN (charge +1), from the OMol25 dataset.

Cartesian coordinates (Å):
C (-0.6462, -0.7428, 0.0004)
C (0.4226, -1.6091, -0.0847)
C (-2.0119, -0.2767, -0.4207)
C (1.9183, 1.7985, -0.0018)
N (-1.1321, 0.2381, 0.6641)
I (2.4106, -0.0485, -0.5276)
H (0.7348, -2.0332, 0.8988)
H (0.4477, -2.2587, -0.9222)
H (-2.1707, 0.3318, -1.1959)
H (-2.9949, -0.8413, -0.3201)
H (1.9678, 2.6742, -0.6517)
H (2.0934, 2.0635, 1.0281)
H (-1.0393, 0.7042, 1.5333)

Force components x, y, z for each atom (eV/Å):
C -1.0 -0.4 -0.6
C -0.3 -0.2 1.6
C -0.4 -2.3 2.2
C 0.7 0.4 0.3
N -0.5 -0.5 -0.7
I 0.2 0.9 0.0
H 0.2 0.6 -1.0
H 0.0 -0.6 -0.6
H 0.3 2.7 -3.0
H 1.7 0.2 1.0
H -0.5 -0.8 -0.5
H -0.1 -0.4 0.3
H -0.2 0.4 0.9

LUMO energy (spin up / spin down): -5.8 / -5.1 eV
Energy above the lowest of the compared OMol25 structures with the same formula, charge and spin: 133.5 kcal/mol
Net charge: +1
DFT total energy: -13839.4689 eV
Molecular weight: 196.0 g mol⁻¹
Orbital gap (spin up / spin down): 7.261 / 7.561 eV

Okay, here come the Löwdin numbers, in e, for every atom: C -0.34; C -0.20; C 0.05; C -0.52; N 0.18; I 1.35; H 0.10; H 0.06; H 0.06; H 0.15; H 0.00; H -0.03; H 0.16

***

(4)
The following is a quantum chemistry calculation of 2 unconnected molecules or ions with the total composition C4H7IN, from the OMol25 dataset.

Cartesian coordinates (Å):
C (-0.8656, 0.9022, -0.2427)
C (-1.1676, -0.5705, 0.1077)
C (1.1550, -0.5391, -0.6744)
C (0.5654, 0.5703, 0.0544)
N (0.2537, -0.7981, 0.4612)
I (2.1814, 2.3930, 1.7405)
H (-1.0539, 1.2452, -1.2585)
H (-1.3020, 1.6090, 0.4581)
H (-1.8253, -0.7067, 0.9635)
H (-1.4889, -1.1922, -0.7273)
H (0.7923, -0.8105, -1.6614)
H (2.1943, -0.7750, -0.4913)
H (0.5612, -1.3276, 1.2703)

Force components x, y, z for each atom (eV/Å):
C -0.1 0.3 -0.2
C -1.0 -0.1 -0.3
C 0.2 0.2 -0.8
C 0.8 1.4 0.1
N -0.1 -1.5 0.6
I 0.1 0.0 0.0
H 0.0 -0.1 0.0
H 0.0 0.0 0.0
H 0.2 0.0 0.0
H 0.1 -0.1 0.1
H -0.1 -0.1 0.1
H 0.0 -0.1 0.2
H 0.1 0.1 0.0

Spin multiplicity: 3
LUMO energy (spin up / spin down): -3.0 / -7.0 eV
Energy above the lowest of the compared OMol25 structures with the same formula, charge and spin: 0.0 kcal/mol
Net charge: +1
⟨S²⟩: 2.0067
DFT total energy: -13840.7321 eV
Molecular weight: 196.0 g mol⁻¹
Orbital gap (spin up / spin down): 9.797 / 6.722 eV

Okay, here come the Löwdin numbers, in e, for every atom: C -0.09; C -0.05; C -0.01; C -0.32; N 0.00; I 0.46; H 0.13; H 0.12; H 0.14; H 0.14; H 0.14; H 0.13; H 0.20

***

(5)
The following is a quantum chemistry calculation of a molecular structure, C4H7IN2O, from the OMol25 dataset.

Cartesian coordinates (Å):
C (0.1485, 0.2866, -0.5658)
C (1.0600, 1.8499, 0.2063)
C (-0.2181, 0.0157, -1.9815)
C (-0.9878, -1.3077, 0.9898)
N (0.4795, 0.3142, 1.7617)
N (-0.1602, -0.2591, 0.5653)
O (1.5119, 1.1060, 1.2337)
I (2.8896, 2.3837, -0.8462)
H (-1.3973, -0.1398, -2.1330)
H (0.2857, -0.9348, -2.2740)
H (0.1890, 0.7254, -2.6491)
H (-2.0505, -1.1101, 0.8572)
H (-0.7906, -2.3262, 0.5714)
H (-0.7404, -1.5576, 2.1192)
H (-0.2191, 0.9540, 2.1452)

Force components x, y, z for each atom (eV/Å):
C 1.4 2.1 1.6
C -2.1 -1.0 -1.8
C -2.5 -2.3 1.0
C -0.7 -3.4 2.4
N 1.2 0.7 -0.6
N 0.9 0.7 -1.7
O 0.6 -1.3 2.0
I -0.1 -0.2 -0.2
H 2.6 0.4 0.2
H -0.5 0.3 0.3
H 0.2 1.2 -0.4
H 0.0 0.2 0.1
H 0.1 1.1 -0.4
H -0.8 1.0 -2.1
H -0.3 0.4 -0.2

LUMO energy: 0.4 eV
Energy above the lowest of the compared OMol25 structures with the same formula, charge and spin: 154.9 kcal/mol
DFT total energy: -17382.7936 eV
Molecular weight: 226.0 g mol⁻¹
Orbital gap: 7.502 eV

Okay, here come the Löwdin numbers, in e, for every atom: C -0.15; C -0.61; C -0.05; C -0.06; N 0.04; N -0.16; O -0.35; I 0.61; H 0.13; H 0.10; H 0.04; H 0.09; H 0.10; H 0.13; H 0.12

***

(6)
The following is a quantum chemistry calculation of a molecular structure, C4H7IN2O2, from the OMol25 dataset.

Cartesian coordinates (Å):
C (-0.3878, -0.4538, 0.0960)
C (-1.2537, -1.3299, 0.8970)
C (1.0027, 1.5472, -0.0348)
C (-0.0942, -0.9749, -1.7238)
N (0.2626, 0.4765, 0.4990)
N (1.0778, -1.8068, -1.5497)
O (2.1143, -1.2375, -1.4767)
O (0.9004, -2.9771, -1.4407)
I (-1.7234, -1.9959, -2.4758)
H (-0.7991, -2.3501, 0.7649)
H (-2.1839, -1.2690, 0.4283)
H (-1.4300, -1.0179, 1.9047)
H (1.3413, 1.9821, 0.8332)
H (0.4832, 2.3277, -0.5997)
H (1.7508, 1.2901, -0.8424)
H (0.1545, -0.1402, -2.2367)

Force components x, y, z for each atom (eV/Å):
C 0.8 -1.0 -2.6
C 1.4 -1.5 -1.0
C 0.7 -0.4 -3.0
C -1.9 -1.3 4.3
N -0.8 1.2 0.8
N -1.8 0.3 -0.5
O 2.5 1.3 0.1
O 0.2 -2.4 0.4
I -0.5 -0.1 -0.5
H -0.9 0.6 0.5
H -1.8 -0.6 -0.8
H 0.6 0.2 0.6
H 1.9 1.5 1.3
H -1.1 -0.3 0.4
H -0.1 -0.2 1.4
H 0.6 2.5 -1.6

LUMO energy: 0.1 eV
Energy above the lowest of the compared OMol25 structures with the same formula, charge and spin: 118.6 kcal/mol
DFT total energy: -19431.9425 eV
Molecular weight: 242.0 g mol⁻¹
Orbital gap: 8.988 eV

Okay, here come the Löwdin numbers, in e, for every atom: C -0.26; C -0.06; C -0.11; C -0.61; N 0.03; N -0.53; O 0.09; O 0.01; I 0.97; H 0.11; H 0.02; H 0.08; H 0.05; H 0.09; H 0.10; H 0.02

***

(7)
The following is a quantum chemistry calculation of C4H7IN2S in the gas phase, from the OMol25 dataset.

Cartesian coordinates (Å):
C (0.0374, 1.6236, -0.1508)
C (0.0317, -0.8163, 0.0307)
C (0.9619, -0.9427, -1.2548)
C (-1.7247, 0.6489, 0.9507)
N (-0.5239, 0.5380, 0.2302)
N (2.2068, -0.2416, -1.0608)
S (0.1796, 3.1467, 0.1015)
I (3.4735, -1.1266, 0.2783)
H (-0.7384, -1.4764, 0.0298)
H (0.6520, -1.1237, 0.9027)
H (0.8520, -1.9610, -1.4148)
H (0.4492, -0.4141, -2.1771)
H (-2.6816, 0.7094, 0.4676)
H (-1.7570, -0.1882, 1.6358)
H (-1.4185, 1.6239, 1.4309)

Force components x, y, z for each atom (eV/Å):
C 2.2 -1.1 -0.8
C 3.0 2.3 -0.5
C -2.3 3.5 0.2
C 0.3 1.4 2.7
N 0.6 -1.8 -2.0
N -0.1 -0.5 -0.2
S -0.3 1.5 0.0
I -0.3 0.1 -0.2
H -2.5 -2.0 -0.5
H -0.2 0.5 -0.4
H 1.1 -2.3 -0.6
H 0.8 -0.8 1.8
H -0.2 0.1 -0.9
H -0.2 0.1 0.6
H -1.9 -0.9 0.7

LUMO energy (spin up / spin down): 0.0 / -1.1 eV
Energy above the lowest of the compared OMol25 structures with the same formula, charge and spin: 88.3 kcal/mol
DFT total energy: -26172.5050 eV
Molecular weight: 242.1 g mol⁻¹
Orbital gap (spin up / spin down): 8.881 / 5.811 eV

Okay, here come the Löwdin numbers, in e, for every atom: C -0.73; C -0.16; C -0.40; C -0.06; N -0.25; N -0.46; S 0.72; I 0.73; H 0.08; H 0.08; H 0.06; H 0.15; H 0.09; H 0.09; H 0.08

***

(8)
The following is a quantum chemistry calculation of a gas-phase ion, C4H7INO (charge +1), from the OMol25 dataset.

Cartesian coordinates (Å):
C (-0.3892, 0.9907, -1.0230)
C (0.5516, -0.1660, -1.0038)
C (-0.0152, -1.2994, -0.1229)
C (-0.0886, 1.6776, 0.2714)
N (0.0274, -0.7450, 1.2143)
O (-1.3405, 1.2641, -1.7185)
I (-1.6105, 2.5229, 1.4734)
H (0.8041, -0.5720, -2.0740)
H (1.4096, 0.1172, -0.4648)
H (-1.0224, -1.5133, -0.5576)
H (0.4725, -2.3241, -0.2449)
H (0.8303, 1.7674, 0.6638)
H (-0.5896, -0.9985, 1.8823)
H (0.9604, -0.7216, 1.7041)

Force components x, y, z for each atom (eV/Å):
C -1.1 -0.1 0.3
C 0.2 -2.9 -3.3
C -0.6 -1.1 -1.4
C -5.6 0.5 1.3
N 3.4 2.2 -1.4
O 1.4 -0.3 0.6
I 1.5 -0.7 -1.5
H -0.4 1.0 1.9
H 1.6 0.5 -0.1
H 0.2 0.3 1.2
H 0.0 1.6 0.2
H 3.3 0.5 1.2
H -2.9 -1.3 2.2
H -1.1 -0.2 -1.2

LUMO energy (spin up / spin down): -7.4 / -7.4 eV
Energy above the lowest of the compared OMol25 structures with the same formula, charge and spin: 69.3 kcal/mol
Net charge: +1
DFT total energy: -15888.9856 eV
Molecular weight: 212.0 g mol⁻¹
Orbital gap (spin up / spin down): 6.947 / 6.946 eV

Okay, here come the Löwdin numbers, in e, for every atom: C -0.47; C -0.13; C -0.21; C -0.31; N 0.07; O 0.16; I 1.09; H 0.19; H 0.09; H 0.14; H 0.15; H 0.01; H 0.06; H 0.15

***

(9)
The following is a quantum chemistry calculation of a molecular structure, C4H7INO3S, from the OMol25 dataset.

Cartesian coordinates (Å):
C (0.6674, -1.0522, -0.2850)
C (-0.9343, 0.4091, 1.0864)
C (-1.7487, -0.8908, -0.9772)
C (-0.5655, -0.0971, -0.2893)
N (1.7329, -0.2701, -0.0958)
O (2.0827, 2.0535, 1.4909)
O (0.6789, -2.2701, -0.2656)
O (2.4296, 2.4364, -0.8517)
S (1.5190, 1.9164, 0.1865)
I (3.5424, -1.1005, 0.2546)
H (-0.0937, 0.8086, 1.6548)
H (-1.3144, -0.5096, 1.5493)
H (-1.7532, 1.2565, 0.8576)
H (-1.7563, -0.9905, -2.0515)
H (-1.6334, -1.8963, -0.6335)
H (-2.7484, -0.4835, -0.6323)
H (-0.1050, 0.6800, -0.9982)

Force components x, y, z for each atom (eV/Å):
C 0.7 0.9 1.7
C -1.6 1.0 -1.3
C -0.5 1.4 1.4
C 0.7 -0.7 -3.5
N 0.4 1.2 -0.2
O 0.3 -0.1 1.7
O -0.8 -0.9 -0.5
O -1.0 -0.6 0.6
S 1.6 0.6 -2.3
I -0.1 0.0 0.0
H -0.3 -0.1 0.0
H -0.4 0.6 0.6
H 1.6 -1.9 1.2
H 0.3 0.5 -0.4
H -0.2 -0.8 0.5
H 1.0 -0.4 -0.4
H -1.6 -0.6 1.0

LUMO energy: 3.0 eV
Energy above the lowest of the compared OMol25 structures with the same formula, charge and spin: 0.1 kcal/mol
Net charge: -1
DFT total energy: -30830.7178 eV
Molecular weight: 276.1 g mol⁻¹
Orbital gap: 7.747 eV

Okay, here come the Löwdin numbers, in e, for every atom: C -0.73; C -0.11; C -0.07; C -0.41; N -0.60; O -0.48; O -0.06; O -0.50; S 0.71; I 0.72; H 0.03; H 0.08; H 0.13; H 0.06; H 0.04; H 0.08; H 0.10

***

(10)
The following is a quantum chemistry calculation of 2 unconnected molecules or ions with the total composition C4H7IO, from the OMol25 dataset.

Cartesian coordinates (Å):
C (-0.7735, -0.1029, 1.1593)
C (-1.5936, 0.2119, -0.0529)
C (-0.3136, -0.4946, -0.2030)
C (1.6657, 0.9968, -0.7658)
O (-0.2240, -1.7092, -0.7462)
I (2.9412, 0.1434, 0.6507)
H (-0.4701, 0.6763, 1.7850)
H (-0.9513, -0.9723, 1.6750)
H (-2.4377, -0.3769, -0.3913)
H (-1.5538, 1.2572, -0.4302)
H (1.5386, 2.0462, -0.6104)
H (1.8371, 0.7748, -1.6930)
H (0.3349, -2.4505, -0.3773)

Force components x, y, z for each atom (eV/Å):
C 0.4 -0.5 -1.4
C 0.0 0.6 -2.1
C 2.3 2.5 0.1
C -2.8 -0.6 5.5
O 0.2 -1.3 -0.2
I 0.1 0.1 -0.2
H 1.0 1.1 0.4
H -1.1 -1.9 1.5
H -0.3 0.1 0.4
H -0.3 -0.9 0.6
H -0.3 0.4 0.4
H 1.2 -1.7 -5.2
H -0.5 1.9 0.1

LUMO energy (spin up / spin down): 0.2 / 0.4 eV
Energy above the lowest of the compared OMol25 structures with the same formula, charge and spin: 113.1 kcal/mol
DFT total energy: -14404.3262 eV
Molecular weight: 198.0 g mol⁻¹
Orbital gap (spin up / spin down): 7.771 / 8.147 eV

Okay, here come the Löwdin numbers, in e, for every atom: C -0.10; C -0.09; C -0.38; C -0.54; O 0.04; I 0.68; H 0.09; H 0.08; H 0.11; H 0.12; H -0.04; H -0.12; H 0.15

***

(11)
The following is a quantum chemistry calculation of a molecular structure, C4H7IO2, from the OMol25 dataset.

Cartesian coordinates (Å):
C (1.1731, 0.3099, -0.8983)
C (1.9605, 0.1765, 0.4680)
C (0.3056, 1.2784, -0.0370)
C (-1.6722, -1.4556, 0.4149)
O (0.8717, 0.9583, 1.1243)
O (-0.6098, 1.9634, -0.4191)
I (-3.2274, -0.0823, 0.4334)
H (1.5610, 0.7120, -1.7900)
H (0.7323, -0.4899, -1.3679)
H (1.9420, -0.7175, 1.0257)
H (2.9722, 0.6605, 0.5577)
H (-1.5174, -1.9653, 1.3142)
H (-1.7815, -2.2997, -0.2601)
H (-2.7100, 0.9512, -0.5660)

Force components x, y, z for each atom (eV/Å):
C 1.0 2.0 2.6
C -0.4 1.1 -0.8
C -0.8 -1.9 -3.4
C 1.3 0.2 -1.8
O 0.6 1.3 0.3
O 0.6 0.1 1.7
I -1.2 -2.4 1.6
H 1.5 1.5 -0.6
H -1.7 -2.5 0.3
H 0.2 -1.5 0.0
H -1.2 -0.2 -0.2
H -0.2 0.3 2.2
H -1.0 0.4 -0.8
H 1.2 1.5 -1.3

LUMO energy: 0.5 eV
Energy above the lowest of the compared OMol25 structures with the same formula, charge and spin: 120.3 kcal/mol
DFT total energy: -16451.3977 eV
Molecular weight: 214.0 g mol⁻¹
Orbital gap: 7.741 eV

Okay, here come the Löwdin numbers, in e, for every atom: C -0.02; C -0.05; C -0.52; C -0.62; O 0.03; O 0.05; I 1.20; H 0.09; H 0.07; H 0.09; H 0.13; H -0.12; H -0.09; H -0.26

***

(12)
The following is a quantum chemistry calculation of 2 unconnected molecules or ions with the total composition C4H7IO2, from the OMol25 dataset.

Cartesian coordinates (Å):
C (1.8370, -0.0069, 1.2137)
C (-1.2097, 1.0542, 0.0566)
C (-0.1642, -1.2068, 0.2924)
C (-0.8986, -0.2977, -0.6765)
O (1.9043, 0.5596, 2.2220)
O (-0.1301, -0.0896, -1.9293)
I (3.3323, -0.2823, -0.2045)
H (-1.8900, 0.8920, 0.8566)
H (-0.1621, 1.2484, 0.3968)
H (-1.6041, 1.8866, -0.5650)
H (-0.7470, -1.4178, 1.1758)
H (0.6626, -1.8596, 0.0865)
H (-1.7304, -0.9323, -1.0134)
H (0.7998, 0.4522, -1.9117)

Force components x, y, z for each atom (eV/Å):
C -2.7 -0.4 0.6
C 1.5 -0.6 -1.5
C 0.8 1.5 0.7
C 2.2 0.3 -0.8
O 0.1 0.0 0.1
O 1.9 1.4 0.5
I 1.4 -0.2 -1.1
H -0.3 -0.1 1.0
H -1.2 0.7 0.2
H 0.4 -0.8 0.1
H 0.1 -0.2 0.3
H -0.2 -0.3 -0.7
H -0.3 0.6 -0.1
H -3.6 -2.0 0.9

LUMO energy (spin up / spin down): -1.0 / -0.3 eV
Energy above the lowest of the compared OMol25 structures with the same formula, charge and spin: 78.9 kcal/mol
DFT total energy: -16453.1904 eV
Molecular weight: 214.0 g mol⁻¹
Orbital gap (spin up / spin down): 7.380 / 8.062 eV

Okay, here come the Löwdin numbers, in e, for every atom: C -0.79; C -0.04; C 0.05; C -0.44; O -0.01; O -0.15; I 0.81; H 0.06; H 0.06; H 0.09; H 0.07; H 0.03; H 0.14; H 0.12